[1]
DFT (wB97M-V/def2-TZVPD) results for a structure of composition C33H37CrF2N2P.

As for the LUMO energy (spin up / spin down): 0.1 / 0.0 eV. The highest occupied orbital energy (spin up / spin down) is -6.6133 / -7.0745 eV. Its spin multiplicity is 5. The total energy is -80948.2987 eV. For the orbital gap (spin up / spin down), the calculation gives 6.7 / 7.0 eV.

Structure (XYZ):
```
76
Properties=species:S:1:pos:R:3:forces:R:3
Cr 0.9395 0.4337 0.4473 -0.2 -0.2 0.0
C 2.1912 0.5278 -3.2843 0.0 0.0 0.0
C 1.8794 -0.9613 -3.1300 0.0 0.0 -0.1
C 1.2018 -1.4696 -4.4006 0.0 0.0 -0.1
P 1.0158 -1.2394 -1.5063 -0.2 0.2 -0.2
C 1.5993 -2.8964 -0.9543 0.0 -0.1 0.1
C 0.9287 -3.2307 0.3805 0.0 0.0 0.0
C 1.4383 -4.0408 -1.9502 0.0 -0.1 0.0
C -0.7721 -1.3483 -1.7891 -0.1 -0.1 0.0
C -1.3861 -2.1594 -2.7521 0.1 -0.1 0.0
C -2.7497 -2.1604 -2.9810 0.0 0.0 0.0
C -3.3789 -3.0351 -4.0365 0.0 0.0 0.0
C -3.5165 -1.2902 -2.2052 -0.1 0.1 0.1
C -2.9608 -0.4915 -1.2277 0.0 -0.1 -0.1
C -1.5754 -0.5209 -0.9639 0.3 0.2 0.4
N -1.0014 0.2143 0.0549 -0.5 0.0 -0.1
C -1.8548 1.0835 0.8088 0.3 -0.3 -0.2
C -2.6155 0.5924 1.8753 -0.1 0.0 0.1
C -2.6536 -0.8826 2.1644 0.0 0.0 0.0
C -3.3619 1.4813 2.6394 0.0 0.0 0.0
C -3.3906 2.8441 2.3634 0.0 0.0 0.0
C -4.1778 3.7927 3.2308 0.0 0.0 0.0
C -2.6580 3.3041 1.2780 0.1 0.0 0.0
C -1.8895 2.4430 0.4975 0.0 0.2 0.0
C -1.1139 2.9742 -0.6829 0.0 0.0 0.0
H 2.6777 0.7240 -4.2432 0.0 0.0 0.0
H 2.8580 0.8688 -2.4949 0.0 0.0 0.1
H 1.2747 1.1268 -3.2482 0.0 0.0 0.0
H 2.8311 -1.4893 -3.0028 0.0 0.0 0.0
H 0.2497 -0.9617 -4.5646 0.0 0.0 0.0
H 1.0119 -2.5416 -4.3926 0.0 0.0 0.0
H 1.8459 -1.2557 -5.2579 0.0 0.0 0.0
H 2.6689 -2.7368 -0.7778 0.0 0.0 0.0
H -0.1578 -3.2782 0.2635 0.0 0.0 0.0
H 1.1531 -2.4890 1.1497 0.0 0.0 -0.1
H 1.2684 -4.2040 0.7418 0.0 0.0 0.0
H 0.3855 -4.2419 -2.1542 0.0 0.0 0.0
H 1.8644 -4.9518 -1.5214 0.0 0.0 0.0
H 1.9488 -3.8565 -2.8968 0.0 0.0 0.0
H -0.7753 -2.8163 -3.3575 0.0 0.0 0.0
H -2.6675 -3.7736 -4.4087 0.0 0.0 0.0
H -3.7245 -2.4525 -4.8939 0.0 0.0 0.0
H -4.2425 -3.5779 -3.6471 0.0 0.0 0.0
H -4.5897 -1.2460 -2.3676 0.0 0.0 0.0
H -3.5947 0.1619 -0.6415 0.0 0.0 0.0
H -1.6632 -1.3238 2.0866 0.0 0.0 0.0
H -3.2794 -1.4010 1.4336 0.0 0.0 0.0
H -3.0567 -1.0809 3.1577 0.0 0.0 0.0
H -3.9416 1.0955 3.4735 0.0 0.0 0.0
H -5.1088 3.3376 3.5714 0.0 0.0 0.0
H -4.4245 4.7078 2.6915 0.0 0.0 0.0
H -3.6124 4.0790 4.1208 0.0 0.0 0.0
H -2.6826 4.3612 1.0292 0.0 0.0 0.0
H -1.3737 4.0157 -0.8764 0.0 0.0 0.0
H -1.3112 2.3928 -1.5853 0.0 0.0 0.0
H -0.0317 2.9418 -0.5135 0.0 0.0 0.1
F 1.0697 -2.0814 5.3749 0.0 0.1 -0.1
C 1.5762 -1.1483 4.5386 -0.1 -0.1 0.1
C 0.9343 -0.8992 3.3436 0.0 0.0 0.0
C 1.4290 0.0561 2.4534 0.0 0.1 0.1
C 2.6024 0.7474 2.8390 0.1 0.2 -0.3
C 3.2150 0.4466 4.0501 0.1 0.1 0.1
F 4.3639 1.0725 4.4163 0.0 -0.1 0.0
C 2.7283 -0.4970 4.9263 0.0 0.0 0.0
C 3.1211 1.7654 1.8893 0.0 -0.1 0.4
C 4.0491 2.7663 2.1912 -0.1 -0.1 0.0
C 4.3919 3.6948 1.2302 0.1 0.1 0.2
C 3.8115 3.6385 -0.0250 -0.1 -0.1 -0.2
C 2.9027 2.6292 -0.2584 0.1 0.1 0.0
N 2.5739 1.7157 0.6595 0.0 0.0 -0.1
H 0.0457 -1.4783 3.1305 0.0 0.0 0.0
H 3.2280 -0.7155 5.8584 0.0 0.0 0.0
H 4.4717 2.8146 3.1795 0.0 0.0 0.0
H 5.1030 4.4764 1.4690 0.0 0.0 0.0
H 4.0427 4.3514 -0.8032 0.0 0.0 0.0
H 2.4019 2.5461 -1.2131 0.0 0.0 -0.1
```
Positions in Å, forces in eV/Å.

Atomic partial charges in e from the Mulliken method, atoms 1 to 5:
1. Cr -0.900
2. C -1.445
3. C 0.745
4. C -1.731
5. P 1.037



[2]
DFT (wB97M-V/def2-TZVPD) results for an isolated molecule of C2H3N3OS in a non-equilibrium geometry.

As for the LUMO energy: -1.4 eV. The highest occupied orbital energy is -10.0066 eV. The value obtained for the relative energy (zero: lowest compared OMol25 entry of this formula, charge and spin) is 90.5 kcal/mol. The total energy is -19471.1627 eV. For the orbital gap, the calculation gives 8.7 eV.

Structure (XYZ):
```
10
Properties=species:S:1:pos:R:3:forces:R:3
C -0.9060 -1.0750 -0.7253 0.2 0.2 1.0
C 0.9086 0.4927 -0.5915 1.0 -0.1 -2.8
N -1.2952 -1.8475 -1.4690 -0.7 -0.9 -0.9
N -0.2351 -0.1888 -0.0095 1.2 1.8 0.0
N -0.5321 0.1660 1.3285 0.8 1.0 -0.4
O 0.1585 1.0779 1.8166 -1.0 -1.6 -0.7
S -1.7381 -0.6460 1.9713 -0.9 -0.4 0.9
H 1.0312 1.4110 -0.0523 0.4 0.2 0.2
H 1.7956 -0.1806 -0.5242 -0.5 0.7 0.1
H 0.8126 0.7903 -1.7446 -0.4 -0.9 2.6
```
Positions in Å, forces in eV/Å.

Atomic partial charges in e from the Mulliken method, atoms 1 to 5:
1. C 0.463
2. C -0.804
3. N -0.376
4. N -0.124
5. N 0.702



[3]
DFT (wB97M-V/def2-TZVPD) results for a structure of composition FGdNO3S2 in a non-equilibrium geometry.

As for the LUMO energy (spin up / spin down): -8.7 / -5.8 eV. Its net charge is +1. The highest occupied orbital energy (spin up / spin down) is -13.5937 / -14.6216 eV. Its spin multiplicity is 8. The total energy is -52843.9713 eV. For the orbital gap (spin up / spin down), the calculation gives 4.9 / 8.8 eV.

Structure (XYZ):
```
8
Properties=species:S:1:pos:R:3:forces:R:3
Gd -0.1633 2.0955 0.2451 -0.9 -0.1 0.4
F -1.9328 -0.1717 1.2857 1.6 0.3 -1.7
N 0.1518 -1.5619 -0.2021 1.4 -0.7 1.1
S 1.6435 -0.8576 0.3091 -1.5 0.3 -4.0
O 2.5814 -1.2971 -0.7656 -0.5 0.3 1.9
O 1.4302 0.6980 0.1282 0.5 -1.3 0.9
S -1.0616 -0.6442 -0.4745 -3.2 0.5 0.0
O -2.1905 -1.2767 -1.1713 2.5 0.7 1.4
```
Positions in Å, forces in eV/Å.

Atomic partial charges in e from the Mulliken method, atoms 1 to 5:
1. Gd 1.266
2. F -0.503
3. N -0.242
4. S 0.925
5. O -0.247



[4]
DFT (wB97M-V/def2-TZVPD) results for a structure of composition C7H13O5Rb2 in a non-equilibrium geometry.

As for the LUMO energy: -3.4 eV. Its net charge is +1. The highest occupied orbital energy is -12.6117 eV. The value obtained for the relative energy (zero: lowest compared OMol25 entry of this formula, charge and spin) is 279.0 kcal/mol. The total energy is -19001.4561 eV. For the orbital gap, the calculation gives 9.2 eV.

Structure (XYZ):
```
27
Properties=species:S:1:pos:R:3:forces:R:3
Rb -2.3194 0.6267 -2.3713 -10.1 -3.6 -11.1
Rb -1.8289 -2.3163 0.2924 -7.3 -16.5 -3.9
O 0.3341 0.2784 0.4072 -0.3 5.5 -3.1
C -0.9571 0.3271 0.0030 0.3 3.8 0.8
O -1.3999 1.1527 -0.8195 7.1 3.4 10.7
O -1.7380 -0.4585 0.5256 -1.8 11.4 2.1
H 0.2896 -0.5141 0.9472 1.4 3.4 -2.1
C 1.6759 -1.6161 2.6892 -0.4 1.4 -1.4
C 0.2583 -1.3444 2.0957 2.1 -3.5 5.9
O 0.0026 -1.6467 0.9534 6.0 -5.8 3.3
C -0.7249 -0.7969 3.0569 -0.7 0.2 0.8
H 1.9187 -1.1521 3.6452 -0.7 -0.8 0.4
H 2.3458 -1.0189 2.0706 0.2 -0.1 -0.7
H 1.9757 -2.6495 2.5146 -0.1 0.0 0.4
H -0.7374 0.2885 2.9583 -0.1 0.1 -0.1
H -0.4372 -1.0067 4.0871 0.3 0.0 -0.2
H -1.7474 -1.1629 2.9636 0.0 0.1 -0.4
C 0.4023 2.5790 -2.1691 1.9 -0.9 0.4
C 0.0890 1.4312 -3.0933 -1.3 2.1 -0.7
O -0.7013 1.6920 -3.9819 0.5 -0.2 -1.3
C 0.4171 -0.0006 -2.8348 1.0 -0.4 0.5
H 0.5165 3.5412 -2.6684 -0.1 -0.3 -0.2
H 1.3281 2.2490 -1.6978 0.4 0.7 0.4
H -0.3165 2.6015 -1.3500 0.2 0.3 -0.5
H 1.3156 -0.0472 -2.2195 0.0 -0.5 -0.2
H 0.4443 -0.6055 -3.7411 0.4 0.3 -0.1
H -0.4053 -0.4311 -2.2635 0.9 -0.2 0.1
```
Positions in Å, forces in eV/Å.

Atomic partial charges in e from the Mulliken method, atoms 1 to 5:
1. Rb 0.885
2. Rb 0.844
3. O -0.686
4. C 1.046
5. O -1.077